No. 1
Molecular formula: C43H62BaCl2N4O2SeSi
Method: DFT, ωB97M-V/def2-TZVPD

CARTESIAN COORDINATES (ANGSTROEM)
1 Ba -0.41845 0.43347 -0.13802
2 C 1.40873 -2.10605 -2.75197
3 C 0.46748 -2.75573 -1.92597
4 C -0.78689 -2.12109 -2.11054
5 C -0.60329 -1.07163 -3.04354
6 C 0.76116 -1.03962 -3.39992
7 C 1.39058 -0.12495 -4.40778
8 C -1.68081 -0.23544 -3.67399
9 C -2.08297 -2.59194 -1.51643
10 C 0.71431 -3.96978 -1.08128
11 C 2.84593 -2.46482 -2.97377
12 H 2.20201 0.48462 -3.98886
13 H 0.66009 0.57089 -4.82697
14 H 1.83135 -0.66649 -5.25583
15 H -2.55653 -0.15595 -3.03684
16 H -2.03485 -0.65779 -4.62713
17 H -1.35871 0.78616 -3.89491
18 H -2.66464 -1.81210 -1.02255
19 H -1.90543 -3.36843 -0.76761
20 H -2.75812 -3.03086 -2.26530
21 H 0.31197 -4.89242 -1.52283
22 H 0.27358 -3.88503 -0.08447
23 H 1.78343 -4.14092 -0.92968
24 H 3.49599 -1.58444 -2.99860
25 H 2.99836 -2.98806 -3.92941
26 H 3.24154 -3.12034 -2.20128
27 Se -3.51160 2.04598 5.22335
28 C -2.47801 1.84970 3.66714
29 N -1.84292 1.72837 2.70658
30 Cl -1.48975 2.81152 -5.99733
31 C -1.45452 4.47133 -5.51977
32 C -0.78327 5.37925 -6.32726
33 C -0.61855 6.68784 -5.90581
34 C -1.11415 7.08282 -4.67430
35 C -1.81069 6.17302 -3.89476
36 Cl -2.43672 6.69863 -2.36374
37 C -2.03152 4.85111 -4.29876
38 N -2.74193 3.96853 -3.49096
39 C -3.88388 3.28309 -3.85594
40 C -4.45523 3.41891 -5.12203
41 C -5.54982 2.65122 -5.48664
42 C -6.09930 1.74159 -4.60148
43 C -5.57684 1.66594 -3.31575
44 C -4.50814 2.44815 -2.90713
45 C -4.09230 2.42521 -1.44886
46 C -2.76286 1.72252 -1.23950
47 O -2.76230 0.51751 -0.89890
48 O -1.69012 2.37217 -1.41960
49 H -0.36977 5.03481 -7.26450
50 H -0.08660 7.39553 -6.52751
51 H -0.98249 8.09280 -4.31338
52 H -2.32886 3.74738 -2.58286
53 H -4.03354 4.12392 -5.82622
54 H -5.96418 2.76554 -6.48159
55 H -6.93263 1.11531 -4.89194
56 H -6.01671 0.99339 -2.58892
57 H -4.86597 1.91766 -0.87799
58 H -3.99470 3.44673 -1.06964
59 C 4.11805 1.24228 3.94906
60 C 3.10412 1.39852 2.81235
61 C 1.81893 1.97671 3.41755
62 C 3.64117 2.48430 1.87438
63 Si 2.61958 -0.22052 1.73609
64 C 4.22563 -0.63621 0.64958
65 C 4.18406 0.22792 -0.61953
66 C 5.60578 -0.45497 1.29116
67 C 4.13314 -2.08026 0.17239
68 C 2.46910 -1.71295 3.05969
69 C 1.75994 -2.89769 2.39011
70 C 3.75723 -2.24014 3.69999
71 C 1.54398 -1.27146 4.19622
72 H 4.29421 2.21213 4.43936
73 H 5.08417 0.87381 3.60168
74 H 3.76652 0.55991 4.72396
75 H 2.03702 2.93244 3.91700
76 H 1.34976 1.32980 4.15650
77 H 1.05569 2.17555 2.66198
78 H 3.70059 3.44018 2.41463
79 H 2.98655 2.64140 1.01196
80 H 4.63720 2.26289 1.49073
81 H 4.20483 1.29824 -0.41854
82 H 3.28526 0.01703 -1.20643
83 H 5.04873 -0.00727 -1.25874
84 H 5.83080 0.58829 1.51759
85 H 6.39042 -0.80626 0.60333
86 H 5.71230 -1.01811 2.21941
87 H 3.15117 -2.29330 -0.25013
88 H 4.32672 -2.79969 0.96786
89 H 4.87695 -2.25915 -0.61666
90 H 2.27441 -3.28112 1.51347
91 H 0.74760 -2.62839 2.07916
92 H 1.67445 -3.72853 3.11016
93 H 4.41223 -2.72353 2.97534
94 H 3.51561 -2.99719 4.46305
95 H 4.33608 -1.45737 4.19152
96 H 0.62246 -0.81424 3.82325
97 H 2.01655 -0.56042 4.87463
98 H 1.26323 -2.14865 4.79712
99 N -1.58943 -1.40228 1.73483
100 C -2.18281 -1.76719 2.65404
101 N -2.83421 -2.15732 3.72985
102 C -3.42859 -3.48644 3.75125
103 C -2.40085 -4.53140 4.19831
104 C -1.41589 -3.91817 5.20738
105 C -2.05356 -2.76558 5.97704
106 C -2.40571 -1.61246 5.03410
107 H -3.82858 -3.70575 2.76185
108 H -4.27498 -3.44038 4.44086
109 H -1.85193 -4.89619 3.32775
110 H -2.92558 -5.38886 4.62958
111 H -0.54179 -3.54067 4.67392
112 H -1.05630 -4.68743 5.89375
113 H -1.37763 -2.38873 6.74624
114 H -2.95251 -3.11715 6.49470
115 H -1.54048 -0.97376 4.85391
116 H -3.18738 -0.96292 5.42986

The HOMO-LUMO gap comes out at 4.9 eV. The value obtained for the LUMO energy is 0.133 hartree. The largest force on an atom comes out at 1.69 eV/A. Its energy above the lowest of the compared OMol25 structures with the same formula, charge and spin is 0.0 kJ/mol. The charge is -2.

Here are the Löwdin charges for atoms 1 to 99, given in e: 1.723 -0.258 -0.259 -0.329 -0.319 -0.275 -0.067 -0.073 -0.084 -0.072 -0.077 0.062 0.041 0.066 0.049 0.077 0.032 0.032 0.055 0.068 0.067 0.052 0.053 0.059 0.067 0.039 0.221 -0.944 -0.018 0.776 -0.578 -0.115 -0.097 -0.122 -0.579 0.700 -0.291 0.072 -0.213 -0.068 -0.110 -0.112 -0.043 -0.143 -0.040 -0.733 -0.275 -0.218 0.098 0.099 0.097 0.104 0.094 0.093 0.088 0.113 0.120 0.129 -0.120 -0.657 -0.145 -0.142 0.765 -0.652 -0.139 -0.117 -0.139 -0.641 -0.139 -0.116 -0.134 0.070 0.055 0.051 0.075 0.053 0.041 0.072 0.065 0.051 0.048 0.054 0.076 0.051 0.071 0.055 0.046 0.058 0.079 0.044 0.041 0.073 0.052 0.070 0.054 0.057 0.058 0.065 0.108



No. 2
Molecular formula: C21H48FN2O7
Method: DFT, ωB97M-V/def2-TZVPD

CARTESIAN COORDINATES (ANGSTROEM)
1 C 3.89843 -3.97344 0.21581
2 C 3.06156 -3.34041 -0.35647
3 C 2.04437 -2.56753 -1.05675
4 C 0.72441 -3.26544 -0.87436
5 N 0.47342 -4.32120 -1.60830
6 N -0.67987 -4.92702 -1.40409
7 C -1.62579 -4.56102 -0.55944
8 C -1.41226 -3.44808 0.22890
9 C -0.21610 -2.80879 0.06547
10 F 0.07646 -1.74973 0.77331
11 H 4.42751 -4.70158 0.77914
12 H 1.98776 -1.55903 -0.66057
13 H 2.26025 -2.50696 -2.12065
14 H -0.84566 -5.74562 -1.97913
15 H -2.54034 -5.12411 -0.49049
16 H -2.16594 -3.10602 0.91914
17 C 5.98811 0.39183 0.58079
18 C 5.91121 -1.08435 0.91886
19 O 6.88943 -1.46815 1.87787
20 H 6.97720 0.64697 0.20116
21 H 5.24451 0.66365 -0.17147
22 H 5.81470 1.00372 1.46977
23 H 6.09809 -1.69144 0.03357
24 H 4.91217 -1.33606 1.29624
25 H 6.74557 -0.94785 2.67452
26 C 3.35277 3.68787 3.23531
27 C 4.25621 2.74353 4.00441
28 O 5.63570 2.92687 3.68946
29 H 3.49875 3.56070 2.16129
30 H 2.30260 3.51327 3.47071
31 H 3.58574 4.72746 3.47717
32 H 4.02821 1.70892 3.74757
33 H 4.10644 2.86383 5.08230
34 H 5.88009 3.82769 3.92080
35 C -1.46710 2.11020 -0.06524
36 C -1.49006 1.27781 -1.33230
37 O -0.25649 0.58002 -1.53329
38 H -0.64663 2.82707 -0.09832
39 H -2.40278 2.65520 0.06168
40 H -1.31831 1.47720 0.81411
41 H -1.62035 1.91180 -2.20636
42 H -2.31979 0.56200 -1.30824
43 H -0.11605 0.00923 -0.77457
44 C -4.58235 -8.37646 -0.86701
45 C -4.68384 -7.24757 0.13994
46 O -4.84991 -5.97180 -0.49539
47 H -3.74687 -8.21152 -1.54984
48 H -4.43827 -9.33351 -0.36629
49 H -5.49050 -8.43971 -1.46886
50 H -3.77107 -7.17734 0.73273
51 H -5.51604 -7.41951 0.82611
52 H -5.66354 -6.00532 -1.00935
53 C -2.48968 -3.64015 -4.34331
54 C -3.47870 -2.72775 -3.63961
55 O -4.59867 -3.44247 -3.12391
56 H -2.97692 -4.18119 -5.15315
57 H -1.65009 -3.07675 -4.75247
58 H -2.10038 -4.38669 -3.64326
59 H -3.88222 -1.99643 -4.33584
60 H -2.98439 -2.17852 -2.82706
61 H -4.28865 -4.09928 -2.49288
62 C -1.29490 5.30358 1.80878
63 C -1.18351 4.23359 2.87828
64 O -0.04950 4.43437 3.71974
65 H -0.39417 5.32789 1.19581
66 H -2.15435 5.12310 1.16038
67 H -1.40753 6.29258 2.25471
68 H -1.05231 3.24950 2.42789
69 H -2.09240 4.20659 3.48915
70 H -0.14568 5.29345 4.14193
71 C -0.81009 7.68051 -2.11659
72 C -1.31894 8.50053 -0.94558
73 O -0.64060 8.17978 0.26692
74 H -0.92303 6.61526 -1.91091
75 H -1.35548 7.92076 -3.03006
76 H 0.25084 7.87352 -2.29143
77 H -2.37272 8.29459 -0.76449
78 H -1.21557 9.56998 -1.15470
79 H 0.29388 8.36936 0.14033

The HOMO-LUMO gap comes out at 6.6 eV. The value obtained for the LUMO energy is -0.185 hartree. The largest force on an atom comes out at 0.81 eV/A. Its energy above the lowest of the compared OMol25 structures with the same formula, charge and spin is 0.0 kJ/mol. The charge is +1.

Atomic charges from the Löwdin analysis, expressed in e, are listed below: 0.152 -0.118 -0.104 -0.156 0.212 0.077 0.021 0.108 -0.176 0.169 0.052 0.123 0.142 0.187 0.127 0.153 -0.081 -0.344 -0.076 0.081 0.071 0.061 0.104 0.091 0.082 -0.089 -0.326 -0.092 0.073 0.054 0.076 0.102 0.109 0.080 -0.094 -0.305 -0.088 0.082 0.082 0.069 0.117 0.103 0.036 -0.083 -0.309 -0.110 0.069 0.082 0.080 0.104 0.116 0.091 -0.081 -0.311 -0.072 0.084 0.081 0.038 0.119 0.097 0.049 -0.099 -0.315 -0.087 0.073 0.071 0.071 0.083 0.111 0.086 -0.093 -0.318 -0.092 0.068 0.074 0.073 0.111 0.109 0.082



> Which of these has the lowest LUMO?

C21H48FN2O7